Below is a 6-piece molecular cluster, C38H65ClN3O14 overall at a distorted geometry, with properties calculated with wB97M-V/def2-TZVPD.

Results
- net charge = +1
- DFT total energy (eV) = -86112.41530
- Kohn-Sham gap (Ha) = 0.2915
- LUMO (eV) = -3.445
- HOMO (eV) = -11.38

Last column: Löwdin charge in e.
Geometry (Å):
1 C -3.847 -5.374 -5.547  -0.119
2 C -2.364 -5.088 -5.320  -0.268
3 C -1.977 -4.647 -3.895  -0.627
4 Cl -3.271 -3.630 -3.220  0.764
5 C -0.621 -3.922 -3.928  -0.240
6 C 0.443 -4.967 -4.376  -0.093
7 N 1.593 -5.099 -3.447  0.072
8 C 1.081 -5.278 -2.165  -0.331
9 N 1.493 -6.328 -1.483  0.272
10 N 0.154 -4.447 -1.645  0.092
11 C 0.453 -3.967 -0.253  -0.052
12 C -0.800 -3.988 0.626  -0.160
13 O -0.570 -3.085 1.688  -0.018
14 C -1.664 -2.657 2.426  -0.494
15 C -2.715 -1.894 1.678  0.031
16 O -1.667 -2.832 3.603  0.155
17 C -0.118 -3.323 -2.616  -0.253
18 O -0.959 -2.418 -1.971  -0.021
19 C -0.508 -1.118 -1.805  -0.387
20 O -0.537 -0.650 -0.705  0.153
21 C -0.035 -0.386 -2.994  -0.138
22 C 0.965 0.569 -2.798  -0.001
23 C 1.438 1.297 -3.877  -0.040
24 C 0.916 1.082 -5.147  -0.051
25 C -0.105 0.155 -5.338  -0.058
26 C -0.579 -0.582 -4.265  -0.029
27 H -3.950 -5.984 -6.443  0.079
28 H -4.311 -5.891 -4.709  0.063
29 H -4.392 -4.452 -5.734  0.070
30 H -1.767 -5.957 -5.599  0.108
31 H -2.076 -4.269 -5.988  0.117
32 H -1.912 -5.550 -3.285  0.114
33 H -0.694 -3.141 -4.679  0.122
34 H -0.005 -5.959 -4.408  0.121
35 H 0.818 -4.777 -5.377  0.143
36 H 2.191 -4.276 -3.485  0.150
37 H 2.410 -6.702 -1.693  0.145
38 H 0.919 -6.772 -0.784  0.147
39 H 1.207 -4.614 0.185  0.121
40 H 0.861 -2.957 -0.290  0.139
41 H -1.662 -3.720 0.020  0.108
42 H -0.931 -4.993 1.036  0.137
43 H -2.291 -0.934 1.394  0.090
44 H -3.581 -1.767 2.318  0.094
45 H -3.017 -2.373 0.748  0.073
46 H 0.846 -2.829 -2.774  0.169
47 H 1.352 0.754 -1.806  0.106
48 H 2.213 2.033 -3.718  0.117
49 H 1.289 1.645 -5.991  0.112
50 H -0.540 -0.002 -6.316  0.110
51 H -1.401 -1.267 -4.414  0.104
52 O -6.140 -5.117 -2.974  0.075
53 C -6.361 -4.818 -1.833  -0.541
54 O -6.483 -5.805 -0.924  0.000
55 C -6.573 -5.559 0.485  -0.237
56 C -7.995 -5.300 0.933  -0.059
57 C -6.583 -3.384 -1.410  0.012
58 H -5.898 -4.753 0.777  0.105
59 H -6.195 -6.471 0.944  0.122
60 H -8.402 -4.396 0.480  0.070
61 H -8.034 -5.188 2.016  0.084
62 H -8.635 -6.134 0.645  0.086
63 H -7.640 -3.150 -1.531  0.099
64 H -6.011 -2.744 -2.076  0.073
65 H -6.290 -3.168 -0.386  0.069
66 O 1.639 2.915 -0.851  0.075
67 C 0.689 3.318 -0.223  -0.521
68 O 0.484 4.634 -0.144  0.015
69 C -0.717 5.201 0.418  -0.218
70 C -0.614 5.368 1.917  -0.060
71 C -0.220 2.355 0.507  0.021
72 H -1.586 4.609 0.127  0.113
73 H -0.822 6.172 -0.053  0.101
74 H -0.500 4.409 2.425  0.067
75 H -1.509 5.860 2.296  0.085
76 H 0.248 5.986 2.164  0.077
77 H 0.189 2.179 1.502  0.100
78 H -0.199 1.427 -0.058  0.047
79 H -1.249 2.692 0.601  0.076
80 O -1.729 8.294 0.391  0.092
81 C -1.226 9.160 1.059  -0.519
82 O -0.269 8.814 1.936  -0.008
83 C 0.524 9.782 2.644  -0.221
84 C -0.135 10.245 3.923  -0.056
85 C -1.695 10.593 0.989  0.018
86 H 0.781 10.614 1.988  0.114
87 H 1.452 9.262 2.872  0.115
88 H -1.075 10.764 3.731  0.070
89 H 0.532 10.916 4.462  0.071
90 H -0.352 9.391 4.564  0.087
91 H -2.517 10.721 1.692  0.098
92 H -2.066 10.775 -0.016  0.091
93 H -0.925 11.326 1.211  0.073
94 O 2.357 10.630 6.323  0.106
95 C 3.310 9.918 6.173  -0.521
96 O 3.642 9.558 4.912  -0.014
97 C 4.860 8.874 4.597  -0.235
98 C 4.723 7.372 4.729  -0.062
99 C 4.088 9.356 7.338  0.016
100 H 5.685 9.265 5.193  0.112
101 H 5.063 9.144 3.562  0.123
102 H 4.511 7.076 5.756  0.069
103 H 5.644 6.881 4.414  0.083
104 H 3.906 7.014 4.102  0.080
105 H 3.616 8.425 7.650  0.097
106 H 4.024 10.068 8.156  0.093
107 H 5.137 9.168 7.128  0.072
108 O 6.192 -7.916 -1.770  0.115
109 C 6.153 -7.641 -0.607  -0.524
110 O 4.951 -7.270 -0.094  -0.035
111 C 4.703 -7.097 1.306  -0.243
112 C 5.056 -5.701 1.777  -0.061
113 C 7.373 -7.614 0.277  0.020
114 H 5.197 -7.863 1.904  0.116
115 H 3.632 -7.266 1.413  0.113
116 H 6.123 -5.503 1.679  0.072
117 H 4.780 -5.572 2.823  0.086
118 H 4.527 -4.955 1.183  0.075
119 H 7.828 -6.626 0.207  0.100
120 H 8.078 -8.347 -0.104  0.096
121 H 7.174 -7.839 1.322  0.075



Below is a 3-piece molecular cluster, C34H45BrN2O14S overall, with properties calculated with wB97M-V/def2-TZVPD.

Results
- structure (SMILES) = CNC[C@@H]1[C@H](C[C@@H](O)CN)[C@H](COc2ccccc2)OS(=O)(=O)[C@@]1(CCCO)C[C@@H](C)Br.O=C1C=C(O)C(=O)C=C1O.O=C1C=C(O)C(=O)C=C1O
- DFT total energy (eV) = -148508.34485
- Kohn-Sham gap (Ha) = 0.2662
- LUMO (eV) = -1.777
- HOMO (eV) = -9.02

Last column: Löwdin charge in e.
Geometry (Å):
1 C -0.148 2.330 -0.887  -0.122
2 N -0.323 0.925 -0.552  -0.109
3 C 0.066 0.660 0.831  -0.178
4 C -0.172 -0.781 1.322  -0.193
5 C -0.254 -1.845 0.202  -0.192
6 C -1.485 -1.859 -0.730  -0.075
7 C -1.132 -2.089 -2.228  -0.348
8 O -1.667 -3.312 -2.715  -0.047
9 C -1.566 -0.888 -3.102  -0.215
10 N -2.122 -1.302 -4.392  0.016
11 C 0.119 -3.185 0.830  -0.227
12 C 0.130 -4.413 -0.087  -0.079
13 O 1.463 -4.839 -0.378  -0.041
14 C 2.140 -4.001 -1.232  -0.295
15 C 3.125 -3.167 -0.734  -0.018
16 C 3.813 -2.326 -1.592  -0.079
17 C 3.516 -2.319 -2.946  -0.096
18 C 2.540 -3.168 -3.436  -0.084
19 C 1.855 -4.014 -2.589  -0.017
20 O -0.664 -3.533 2.011  -0.187
21 S -1.812 -2.633 2.616  0.682
22 O -2.984 -2.821 1.820  -0.242
23 O -1.868 -2.976 4.007  -0.253
24 C -1.208 -0.915 2.480  -0.358
25 C -2.470 0.005 2.443  -0.139
26 C -3.541 0.001 1.339  -0.146
27 C -3.472 1.219 0.410  -0.250
28 O -3.847 0.815 -0.902  -0.070
29 C -0.551 -0.513 3.831  -0.209
30 C 0.801 -1.018 4.352  -0.637
31 C 1.277 -2.434 4.098  -0.137
32 Br 2.250 0.210 3.769  0.754
33 H -0.360 2.489 -1.944  0.078
34 H -0.820 2.941 -0.282  0.074
35 H 0.873 2.696 -0.696  0.081
36 H 0.270 0.388 -1.173  0.098
37 H -0.457 1.392 1.451  0.109
38 H 1.131 0.894 0.974  0.100
39 H 0.777 -1.041 1.796  0.084
40 H 0.614 -1.619 -0.431  0.142
41 H -1.997 -0.906 -0.663  0.079
42 H -2.178 -2.650 -0.445  0.120
43 H -0.053 -2.195 -2.337  0.115
44 H -2.625 -3.276 -2.624  0.102
45 H -0.689 -0.241 -3.234  0.104
46 H -2.344 -0.323 -2.595  0.093
47 H -1.427 -1.770 -4.959  0.069
48 H -2.451 -0.484 -4.889  0.022
49 H 1.146 -3.087 1.189  0.126
50 H -0.331 -5.238 0.455  0.146
51 H -0.437 -4.269 -1.006  0.113
52 H 3.362 -3.191 0.323  0.121
53 H 4.583 -1.678 -1.196  0.104
54 H 4.058 -1.664 -3.615  0.100
55 H 2.321 -3.171 -4.496  0.107
56 H 1.084 -4.668 -2.977  0.130
57 H -2.979 -0.214 3.387  0.122
58 H -2.113 1.030 2.559  0.110
59 H -3.582 -0.898 0.743  0.086
60 H -4.505 0.057 1.849  0.118
61 H -2.478 1.672 0.418  0.077
62 H -4.176 1.984 0.761  0.117
63 H -3.657 1.530 -1.515  0.085
64 H -0.466 0.575 3.764  0.099
65 H -1.285 -0.695 4.616  0.118
66 H 0.797 -0.863 5.428  0.089
67 H 0.484 -3.157 4.273  0.073
68 H 2.089 -2.657 4.792  0.082
69 H 1.690 -2.568 3.101  0.053
70 O -2.757 1.072 -6.291  0.084
71 C -2.960 2.083 -6.943  -0.299
72 C -4.094 2.959 -6.766  0.075
73 C -4.208 4.037 -7.556  -0.233
74 O -5.202 4.903 -7.482  0.124
75 C -3.191 4.366 -8.627  -0.311
76 O -3.405 5.362 -9.291  0.110
77 C -2.046 3.495 -8.790  0.075
78 C -1.933 2.419 -7.999  -0.232
79 O -0.930 1.558 -8.063  0.121
80 H -4.818 2.714 -6.002  0.137
81 H -5.032 5.574 -8.173  0.122
82 H -1.318 3.742 -9.549  0.137
83 H -1.109 0.878 -7.385  0.119
84 O 3.706 1.349 8.759  0.105
85 C 4.194 2.136 7.968  -0.310
86 C 4.187 1.970 6.531  0.059
87 C 4.768 2.905 5.767  -0.234
88 O 4.820 2.855 4.445  0.100
89 C 5.435 4.128 6.354  -0.313
90 O 5.943 4.904 5.565  0.103
91 C 5.428 4.302 7.792  0.072
92 C 4.844 3.368 8.556  -0.236
93 O 4.780 3.427 9.876  0.118
94 H 3.710 1.094 6.116  0.076
95 H 5.302 3.658 4.165  0.119
96 H 5.897 5.185 8.203  0.135
97 H 4.309 2.618 10.159  0.120